[1]
A 2-piece molecular cluster, CH6NO3P2 overall at a distorted geometry. Source: OMol25; level of theory: wB97M-V/def2-TZVPD.

Computed properties:
- ΔE to the lowest compared entry with this formula, charge and spin: 39.9 kcal/mol
- Net charge: -1
- HOMO: -4.50 eV
- Maximum force: 4.41 eV Å⁻¹

Each line ends with the Mulliken charge.
CARTESIAN COORDINATES (ANGSTROEM)
O 0.7711 0.7989 2.0921  -0.613
O 0.6762 -0.5509 -2.3675  -0.758
H 1.1057 1.0851 0.3577  0.364
N 0.5806 -1.3412 0.1151  -0.740
H -2.0357 0.2766 -1.7447  0.229
P 0.0841 -0.5045 2.3328  0.254
H -1.7943 0.6149 0.0259  0.321
H -0.2498 -2.0389 0.0212  0.235
H -0.9340 1.7366 -1.0179  0.273
O 1.4575 0.8520 -0.5055  -0.486
P 0.4439 -0.1860 -0.9845  0.830
C -1.2253 0.6755 -0.8975  -0.897
H 1.1202 -1.4181 2.5728  -0.012

Cartesian forces, eV/Å:
O 0.2 1.4 0.5
O 0.3 -0.5 -2.3
H 0.6 0.6 1.7
N -2.8 -2.3 2.4
H 2.5 1.2 1.9
P -0.2 -0.8 -2.4
H 0.3 -0.2 0.4
H 1.9 1.4 0.0
H -0.7 -0.3 -0.4
O 1.4 2.2 0.1
P -2.7 -1.5 -0.4
C -1.3 -0.5 -1.8
H 0.6 -0.6 0.5

***

[2]
An isolated ion of composition CH6NO4P2 and charge -1 at a distorted geometry. Source: OMol25; level of theory: wB97M-V/def2-TZVPD.

Computed properties:
- ΔE to the lowest compared entry with this formula, charge and spin: 5.4 kcal/mol
- Net charge: -1
- HOMO: -4.53 eV
- SMILES: N[P@](=O)(O)C=[P@H]([O-])O
- Maximum force: 2.97 eV Å⁻¹

Each line ends with the Mulliken charge.
CARTESIAN COORDINATES (ANGSTROEM)
O 2.7569 -0.1487 -0.2168  -0.676
P 1.4907 0.5300 -0.3678  0.529
H 1.4804 1.3134 -1.6223  -0.003
C 0.1122 -0.5124 -0.4187  -0.631
H -1.6755 0.8439 2.2773  0.232
O -1.9086 1.7338 -0.0043  -0.759
O 1.7416 1.7923 0.7484  -0.596
P -1.3982 0.3146 0.1329  0.993
H 0.1504 -1.3224 0.3635  0.118
N -1.7452 -0.0350 1.8037  -0.592
O -2.4484 -0.6220 -0.5913  -0.540
H 1.2548 2.6878 0.7560  0.316
H -1.3374 -0.7693 2.4022  0.232
H -1.9971 -0.9392 -1.4299  0.379

Cartesian forces, eV/Å:
O 2.4 -1.8 0.1
P -0.3 2.3 -0.9
H -0.4 -0.4 1.1
C -1.2 1.6 1.7
H -0.1 0.4 0.3
O 1.8 -0.9 -0.1
O -1.7 1.5 -0.2
P -0.5 0.6 1.2
H 0.4 0.6 -0.8
N 0.3 -0.4 -0.2
O -0.5 -1.8 -2.1
H 0.6 -2.5 -0.5
H 0.0 0.5 -1.1
H -0.7 0.4 1.5

***

What is the formula in the first record?
CH6NO3P2

***

Which formula does entry 2 have?
CH6NO4P2